# 1
DFT (ωB97M-V/def2-TZVPD) results for the molecule C4H11NS2.

The geometry in XYZ format:
```
18
Properties=species:S:1:pos:R:3:forces:R:3:mulliken_charge:R:1
S 0.845058 -0.841276 -1.038357 -0.2 0.0 0.3 -0.126
S -0.369368 -1.457609 0.521681 0.5 0.0 -0.4 -0.071
N -3.277972 -0.443430 -0.453504 -0.3 0.2 0.0 -0.525
C 2.059621 0.236113 -0.178571 0.0 -0.5 -0.2 -0.307
C -1.270868 0.051166 0.911628 -0.3 0.4 0.0 -0.626
C -2.250051 0.540051 -0.149300 0.3 -0.3 0.0 -0.534
C 3.451092 -0.359728 -0.126197 0.3 -0.4 -0.9 -1.112
H 1.633379 0.368624 0.802508 0.0 0.4 0.3 0.286
H 3.756170 -0.545549 -1.161463 0.2 0.1 0.0 0.296
H -1.664825 0.731863 -1.047254 0.0 -0.1 -0.2 0.372
H -1.752137 -0.160942 1.868299 -0.2 -0.1 0.0 0.388
H 2.074755 1.157481 -0.757373 -0.1 0.2 0.3 0.310
H -0.585620 0.871673 1.118261 0.3 0.0 0.0 0.275
H -4.026930 -0.417188 0.236208 0.2 0.0 -0.1 0.202
H 4.194972 0.311803 0.299719 -0.1 0.1 0.2 0.342
H -2.631531 1.517273 0.151866 -0.1 0.1 0.2 0.304
H -3.701387 -0.222814 -1.346236 0.0 -0.1 0.0 0.222
H 3.515643 -1.337511 0.348084 -0.3 0.1 0.3 0.302
```
Positions in Å, forces in eV/Å.

**HOMO-LUMO gap**: 9.28 eV
**Energy relative to the best compared isomer or geometry (same formula, charge and spin)**: 0.233 eV
**SMILES**: CCSSCCN
**HOMO level**: -0.311 Eh
**LUMO level**: 0.83 eV
**Net charge**: 0

# 2
DFT (ωB97M-V/def2-TZVPD) results for a structure of composition C11H30IOP2SiV.

The geometry in XYZ format:
```
47
Properties=species:S:1:pos:R:3:forces:R:3:lowdin_spin:R:1
I -2.009912 -1.985382 -1.025209 -1.6 -2.1 -0.7 0.027
V -0.119388 -0.409230 -0.350884 -3.0 -1.1 0.0 1.675
P -1.332570 1.379881 -1.199305 -0.9 2.7 -1.4 0.012
P 0.281936 -1.382427 1.679671 1.5 -1.1 3.1 0.014
Si 1.596213 1.113294 0.127721 2.6 1.6 0.2 0.048
O 1.915530 -1.383936 -2.424834 -3.5 1.9 3.8 0.081
C -0.897291 1.388871 -2.984609 0.2 -0.2 0.0 0.009
C -3.150265 1.188553 -1.279100 -0.2 -0.4 0.2 -0.005
C 2.140969 2.134816 -1.390986 -0.2 -0.2 0.0 0.014
C 1.214838 2.356734 1.513332 -0.4 -0.3 0.0 0.030
C -3.067583 -3.964388 -1.502829 0.0 0.0 -0.1 0.000
C 1.503631 -2.705317 1.325834 0.0 0.1 -0.3 0.009
C -1.102751 -2.341601 2.376093 -0.4 0.0 -0.2 -0.005
C 3.243812 0.266207 0.587060 -0.3 -0.1 -0.1 0.009
C -1.258330 3.147091 -0.744669 0.1 0.0 0.2 0.009
C 0.943811 -0.629307 3.214525 -0.1 0.2 -0.1 0.008
C 1.169190 -0.971316 -1.610302 5.6 -2.1 -5.1 0.058
H -3.386579 -3.865878 -2.543135 0.3 0.2 0.3 0.000
H 4.013509 1.052789 0.576048 -0.2 -0.2 0.0 0.000
H 0.355301 2.995250 1.281450 0.3 -0.1 0.2 0.000
H 3.252578 -0.204516 1.575802 0.1 0.1 -0.2 0.000
H -1.538453 2.137794 -3.468932 0.2 -0.2 0.0 0.002
H -1.588622 -2.941061 1.596675 0.2 0.1 0.4 0.000
H -1.843732 -1.649770 2.791781 0.1 -0.2 0.0 0.000
H 1.643780 -3.285881 2.246757 -0.1 0.1 -0.2 0.002
H 2.464211 -2.283000 1.010096 -0.2 -0.1 0.1 0.000
H -3.916688 -4.000885 -0.815799 0.4 0.3 0.0 0.000
H 0.155755 1.657478 -3.131744 -0.3 0.0 0.0 0.000
H 1.127487 -3.361469 0.532298 0.1 0.0 0.2 0.000
H -3.426646 0.193999 -1.658524 0.0 0.7 0.1 0.000
H 0.188707 0.050933 3.626385 0.2 -0.2 0.0 0.000
H 1.142544 -1.431218 3.938003 -0.1 0.2 -0.2 0.001
H -1.871564 3.705604 -1.463465 0.1 -0.1 0.2 0.001
H -2.361613 -4.781532 -1.350826 0.1 0.4 0.0 0.000
H -1.678775 3.264797 0.260899 0.1 0.1 -0.2 0.000
H 2.101859 2.997617 1.625374 -0.2 -0.2 -0.1 0.004
H -1.080766 0.404168 -3.432904 0.0 0.2 0.0 0.000
H 1.018425 1.868666 2.474331 0.1 0.2 -0.2 0.000
H -3.564961 1.302001 -0.270361 0.0 0.0 -0.2 0.000
H 1.865331 -0.067539 3.037662 -0.3 -0.2 0.0 0.000
H 3.077787 2.639225 -1.108650 -0.3 -0.1 -0.1 0.001
H 2.355675 1.488535 -2.255378 0.0 0.2 0.2 -0.001
H 3.528159 -0.491647 -0.158039 0.1 0.2 0.2 -0.001
H -3.563169 1.964417 -1.939188 0.2 -0.2 0.2 -0.001
H -0.237910 3.536399 -0.754677 -0.3 -0.1 0.0 0.000
H 1.423406 2.900722 -1.704558 0.3 -0.1 0.0 0.000
H -0.726872 -2.998543 3.171110 -0.1 0.2 -0.2 -0.001
```
Positions in Å, forces in eV/Å.

**HOMO-LUMO gap (spin up / spin down)**: 7.04 / 6.97 eV
**Energy relative to the best compared isomer or geometry (same formula, charge and spin)**: 0.000 eV
**HOMO level (spin up / spin down)**: -0.576 / -0.558 Eh
**LUMO level (spin up / spin down)**: -8.64 / -8.20 eV
**Net charge**: +2
**Spin multiplicity**: 3

# 3
DFT (ωB97M-V/def2-TZVPD) results for a structure of composition C30H19Cl5NO2PPd.

The geometry in XYZ format:
```
59
Properties=species:S:1:pos:R:3:forces:R:3:lowdin_spin:R:1
Pd -1.248869 -0.174315 -0.088859 -0.2 -0.2 -0.3 1.404
Cl -3.289030 -3.489410 3.808493 0.0 0.0 -0.2 0.143
Cl -5.096413 -5.177451 1.915977 0.1 0.1 -0.1 0.007
Cl -1.556671 -1.117248 2.659383 0.0 -0.1 0.2 0.068
Cl -5.145868 -4.481652 -1.129073 0.0 0.0 0.0 0.041
Cl -3.350829 -2.147593 -2.181089 0.0 -0.1 0.2 0.190
P 1.304657 0.034324 -0.319230 0.0 0.0 0.1 0.309
O -1.174559 -0.730872 -3.742400 0.1 -0.1 -0.1 0.046
O -0.868499 0.574978 -1.955207 0.2 0.0 -0.2 0.335
N -2.298676 1.613195 0.379960 0.0 0.2 0.0 0.155
C 3.266439 -2.276471 2.407858 0.0 0.0 0.0 0.003
C -3.606446 1.602657 0.656280 -0.1 -0.1 0.1 0.014
C -3.335414 -3.146152 2.170695 -0.1 -0.1 0.1 0.218
C -1.656192 2.783880 0.290995 0.0 0.0 -0.1 0.013
C 1.402508 -2.600299 0.369145 0.0 -0.1 -0.1 0.035
C 1.919584 -0.128229 -1.994402 -0.3 -0.1 -0.1 0.034
C 2.829346 -1.166723 1.702723 0.0 0.0 0.0 0.027
C 2.771153 -3.537115 2.103098 0.0 0.0 0.0 0.030
C 3.295804 -0.253618 -2.160284 0.2 0.0 0.0 0.011
C 3.822978 -0.438370 -3.428957 0.0 0.0 0.0 0.005
C -4.321873 2.765550 0.863110 0.0 0.0 0.0 0.006
C -4.178031 -3.601178 -0.055714 -0.1 -0.1 -0.1 0.070
C 1.061535 -0.236174 -3.097534 0.1 0.0 0.0 0.009
C -2.304307 3.988393 0.489104 0.0 -0.1 0.0 0.007
C -0.435450 -0.172895 -2.973566 -0.2 0.3 0.3 0.022
C -3.367321 -2.524616 -0.551447 0.0 0.1 -0.2 0.256
C 1.841333 -3.700712 1.081858 0.0 0.0 0.0 -0.001
C 1.892860 -1.327053 0.679231 0.1 0.1 0.0 0.057
C -3.659793 3.980880 0.778914 0.0 0.0 0.0 -0.005
C 2.977004 -0.539677 -4.524482 0.0 0.0 0.0 0.003
C 2.080730 2.670888 -0.424342 0.0 0.0 0.0 0.030
C 1.406058 1.846299 1.754102 0.0 0.0 0.1 0.031
C 1.603565 -0.454510 -4.357502 -0.1 0.0 0.0 0.001
C 2.255208 3.935009 0.116265 0.0 0.0 0.0 -0.001
C -2.559514 -2.083672 1.632208 0.1 0.2 -0.1 0.082
C -2.556141 -1.751991 0.311181 0.1 0.0 0.4 0.237
C 2.010042 4.153843 1.465651 0.0 0.0 0.0 0.040
C 1.583632 3.110461 2.282627 0.0 0.0 0.0 -0.003
C -4.156628 -3.907097 1.289658 -0.1 -0.1 0.1 0.016
C 1.670014 1.617161 0.398254 0.1 0.0 -0.1 0.034
H 1.473494 -4.686741 0.832846 0.0 0.0 0.0 -0.001
H -0.604127 2.744807 0.042875 0.0 0.0 0.0 0.002
H 3.392709 -0.695628 -5.510350 0.0 0.0 0.0 0.000
H 4.893598 -0.512764 -3.561592 0.0 0.0 0.0 0.001
H -5.378652 2.713135 1.080132 0.0 0.0 0.0 0.001
H -4.194683 4.908346 0.931566 0.0 0.0 0.0 0.000
H 0.928182 -0.554145 -5.196433 0.0 0.0 0.0 0.000
H 2.588322 4.746945 -0.515486 0.0 0.0 0.0 -0.001
H 3.230138 -0.189317 1.936516 0.0 0.0 0.0 0.001
H 4.004766 -2.158436 3.189100 0.0 0.0 0.0 0.000
H 3.961984 -0.205562 -1.306612 0.0 0.0 0.0 0.000
H 2.154389 5.139919 1.886107 0.0 0.0 0.0 0.002
H 3.121895 -4.398623 2.654980 0.0 0.0 0.0 0.002
H -1.749794 4.911786 0.407163 0.0 0.0 0.0 0.001
H 1.392012 3.287009 3.332242 0.0 0.0 0.0 -0.001
H 1.066682 1.039657 2.393427 0.0 0.0 0.0 0.000
H -4.079790 0.630549 0.708518 0.0 0.0 0.0 0.003
H 2.269023 2.502265 -1.476999 0.0 0.0 0.0 0.001
H 0.701921 -2.735651 -0.450670 0.0 0.0 0.0 0.006
```
Positions in Å, forces in eV/Å.

**HOMO-LUMO gap (spin up / spin down)**: 7.71 / 4.80 eV
**Energy relative to the best compared isomer or geometry (same formula, charge and spin)**: 0.000 eV
**HOMO level (spin up / spin down)**: -0.508 / -0.535 Eh
**LUMO level (spin up / spin down)**: -6.12 / -9.75 eV
**Net charge**: +2
**Spin multiplicity**: 5

no.,F_max (eV Å⁻¹)
1,1.02
2,7.92
3,0.42